The following is a quantum chemistry calculation of C30H48BrN3P2SeSn as an isolated structure, from OMol25.

Output
energy above the lowest of the compared OMol25 structures with the same formula, charge and spin = 402.8 kJ/mol
E_HOMO (spin up / spin down) = -0.464 / -0.464 Eh
total charge = +2
calculated total energy = -196139.35004 eV
Kohn-Sham gap (spin up / spin down) = 5.3 / 5.3 eV

XYZ file:
```
86
Properties=species:S:1:pos:R:3:forces:R:3
H -0.09761 -6.00052 0.76258 0.053 0.069 -0.108
H -2.17554 3.40699 1.52163 -0.273 -0.515 -0.075
H -3.73979 -1.01140 2.31849 0.103 0.209 -0.142
H -1.87984 -2.69654 1.17161 0.153 -0.158 0.055
H 3.11238 -0.53441 0.17361 0.087 0.331 -0.009
H 0.27006 3.28440 3.12797 0.042 -0.116 0.024
C 1.31224 -0.78028 -4.99571 0.330 0.057 -0.711
H 3.12183 -1.99758 1.94019 0.166 -0.259 -0.060
H 0.04118 3.92606 0.80305 0.281 -0.059 -0.215
H 1.82477 -0.03344 -5.61308 0.374 0.136 1.113
H -2.83031 2.60649 0.08620 -0.049 0.235 0.658
H -2.32033 -1.87507 -2.41358 -0.013 0.193 -0.413
H -4.36453 3.90958 2.40399 0.007 -0.316 -0.127
C 3.29695 -2.97418 1.47948 0.476 0.268 -0.002
H 3.39934 2.52611 -0.20084 -0.246 -0.247 -0.067
N 2.00674 -3.53682 1.13922 -1.031 0.107 -0.049
H 5.75812 0.08662 -2.85418 -0.210 -0.414 -0.091
C 0.51162 3.72992 -1.31622 0.104 0.442 0.007
C 0.79970 -2.88982 1.24705 0.466 -2.015 -0.003
C 1.91351 -1.90711 -4.49186 -0.493 -0.099 -0.469
C 1.92466 2.10183 2.31905 -0.289 -0.395 0.115
H 2.64752 2.93236 2.23011 -0.222 -0.318 -0.081
H 4.56450 0.29064 -0.38292 -0.148 0.098 0.169
C 1.80846 -4.88146 0.88078 -0.492 0.189 0.165
C 3.14131 -1.93527 -3.75295 2.320 0.072 0.225
P -2.62965 1.07568 1.95424 0.266 0.225 -0.839
Br -3.84997 0.92901 -1.60481 2.032 -1.035 -2.064
C -1.33292 1.31151 -3.42408 -1.157 -0.421 -0.029
H -4.23578 1.59213 5.36195 -0.091 -0.100 -0.180
H 2.89921 -3.91375 -2.80931 0.015 0.331 -0.065
C 3.47764 -2.98824 -2.85011 -0.094 0.361 -0.278
C 4.56456 -2.83562 -1.97540 -0.248 0.711 -0.492
H 3.80267 -3.64200 2.19052 -0.167 0.250 -0.217
H 1.39004 -2.85869 -4.50535 -0.599 0.233 0.885
H -5.82013 0.36659 2.26389 0.131 0.052 -0.323
C -0.83176 -1.43578 -3.94632 -0.044 0.643 0.850
H 0.07883 4.72188 -1.49278 0.088 -0.216 -0.081
H 0.21872 1.73112 -4.84696 -0.278 -0.414 0.274
C -1.55332 -3.71441 1.39941 -0.521 -0.170 -0.154
Se 0.56087 -1.11744 1.66487 -0.526 0.329 -0.135
C -0.36076 0.94941 -4.33436 0.940 -0.164 -0.075
H 2.48091 1.19705 2.60324 -0.166 0.290 -0.095
C -3.85866 -0.26514 1.51542 -0.012 0.204 0.173
H 2.56980 1.42367 -1.33834 0.223 0.105 0.179
N -0.14821 -3.87125 1.09245 1.048 0.614 0.049
P 1.22522 1.82957 0.62420 0.639 0.819 -0.173
H 1.76681 4.16127 0.41516 -0.393 -0.044 -0.122
H -1.61330 2.35946 -3.22940 0.151 -0.690 -0.289
H -5.54285 0.75469 0.53615 0.047 0.000 0.273
H 3.85827 -0.01573 -4.47716 0.053 -0.008 0.176
H -4.51796 4.16044 0.68193 -0.034 -0.206 0.188
H -2.15199 0.71296 4.25071 -0.366 0.414 0.005
C -2.85107 1.40909 3.74658 0.509 -0.245 0.129
N 5.34149 -1.73609 -1.96799 -0.398 -0.545 -0.178
C 5.09564 -0.78794 -2.87971 -0.389 0.082 -0.147
H 1.39133 2.63569 4.32675 -0.165 0.016 -0.130
C -4.33848 3.38394 1.44067 -0.291 0.484 -0.184
C -1.77991 -1.11634 -2.98331 -0.269 0.197 -0.944
C 3.66494 0.41308 0.23086 0.249 -0.375 -0.115
C 2.83170 1.58285 -0.27992 -0.403 -0.091 -0.222
H -4.63016 0.24152 4.29586 0.086 0.284 -0.072
Sn -1.17694 0.39809 -0.62251 2.387 -0.077 4.604
H -4.98316 1.92934 3.79444 0.232 -0.267 0.147
C 0.86680 3.57482 0.16178 -0.045 -0.022 0.121
H -1.75157 -3.93001 2.45658 0.128 0.118 -0.211
H 0.21824 1.55763 3.57927 0.089 0.119 -0.173
H -5.17254 2.67295 1.39824 0.250 0.272 0.045
C 0.47103 -5.08960 0.85505 0.092 0.157 0.189
C 4.02028 -0.82815 -3.77687 0.238 -0.532 0.573
H 4.78910 -3.60743 -1.22639 0.020 0.297 -0.498
H 3.91744 -2.84793 0.58316 -0.181 0.003 0.318
C 0.01034 -0.41522 -4.50280 -1.282 -0.740 -0.136
H -0.22093 2.98825 -1.66518 0.058 0.061 0.185
H -3.47499 -0.74998 0.60113 -0.125 0.075 0.362
H -2.48165 2.43618 3.90996 0.036 -0.403 -0.065
C -1.96165 0.25863 -2.71742 -2.389 1.126 -1.556
C -4.26522 1.27684 4.31188 -0.132 0.087 0.226
H 2.62749 -5.57622 0.79432 -0.045 0.064 -0.032
H -5.84963 -0.89398 1.02602 0.065 0.200 0.146
C -5.34412 0.03259 1.33521 -0.349 -0.398 -0.111
H -0.62791 -2.47641 -4.19581 -0.140 0.279 0.250
H -2.11704 -4.42487 0.78810 0.034 0.146 0.109
H 1.39867 3.63494 -1.95192 -0.153 -0.026 0.080
C 0.87901 2.41091 3.38417 0.068 0.064 0.348
H 3.99520 0.55012 1.26786 -0.096 0.007 -0.256
C -2.98497 2.72718 1.17849 -0.123 -0.020 -0.153
```
Forces are in eV/Å.

The following is a quantum chemistry calculation of an isolated ion of composition C5H13NS and charge +1, from OMol25.

Output
energy above the lowest of the compared OMol25 structures with the same formula, charge and spin = 84.7 kJ/mol
E_HOMO (spin up / spin down) = -0.454 / -0.450 Eh
total charge = +1
multiplicity = 2
expectation value of S² = 0.754
calculated total energy = -17711.91814 eV
Kohn-Sham gap (spin up / spin down) = 9.3 / 4.2 eV

XYZ file:
```
20
Properties=species:S:1:pos:R:3:forces:R:3
H -1.79915 1.62470 -0.75494 0.219 0.505 -1.315
H -0.34378 0.76202 -2.18164 0.566 0.106 0.098
C 0.30996 0.01737 -1.72163 -0.637 -1.189 0.007
H -3.36919 1.04881 1.90932 0.061 0.154 0.040
H 0.80752 -1.76497 1.31905 -0.382 -0.226 -0.389
H -0.29524 -0.89378 -1.65783 -0.107 0.116 0.394
H -0.72792 -0.53364 1.03151 0.107 -0.510 -0.152
H 1.51492 -2.31087 -0.28980 -0.224 0.139 0.014
C -1.85578 0.96616 0.05947 0.778 -0.291 2.840
H 2.65475 -0.10761 -0.26757 0.626 0.092 0.804
S -2.57199 2.00352 1.40171 -0.581 -0.222 -0.166
C 0.76461 0.45922 -0.31967 -2.945 1.193 1.813
C 1.61791 -1.68279 0.60520 0.311 0.078 1.204
H 1.07265 1.50548 -0.29447 0.464 -0.036 -0.577
H -2.49399 0.10298 -0.08048 -0.185 0.223 -0.553
H -0.17755 0.97596 1.53272 -0.101 0.769 0.367
N 1.79728 -0.30673 0.24703 0.277 -0.793 -2.400
C -0.50374 0.45357 0.65672 0.387 -0.389 -1.271
H 1.11102 -0.30843 -2.34570 0.818 0.455 -0.693
H 2.48770 -2.01099 1.15099 0.548 -0.175 -0.067
```
Forces are in eV/Å.

The following is a quantum chemistry calculation of C35H30GeN3O6Ta as an isolated structure, from OMol25.

Output
energy above the lowest of the compared OMol25 structures with the same formula, charge and spin = 40.8 kJ/mol
E_HOMO = -0.283 Eh
calculated total energy = -111597.92640 eV
Kohn-Sham gap = 6.4 eV

XYZ file:
```
76
Properties=species:S:1:pos:R:3:forces:R:3
C 3.65865 -0.21553 3.39595 -0.005 0.010 -0.056
O -0.99946 -6.56173 -4.68759 -0.005 -0.116 0.095
Ge -0.80366 2.27412 -0.56083 -0.053 0.067 -0.130
H -5.75525 5.32605 0.00482 0.000 -0.001 0.001
C 0.50972 -3.54936 -1.44469 0.011 0.010 -0.013
H 4.70223 -0.05236 3.15603 -0.002 -0.001 -0.009
N 3.49401 -5.18928 -2.96724 -0.209 -1.229 1.049
C 2.74821 5.31637 0.27656 0.004 -0.003 0.002
H -1.55739 -3.89843 -1.93182 0.001 -0.003 0.002
C -4.63080 4.07894 -1.33019 -0.003 -0.005 -0.005
Ta -0.36291 -0.73648 1.30572 0.579 0.332 0.580
H -1.95237 1.95780 -3.55605 0.000 0.008 0.006
H 1.38357 0.54187 -1.26668 -0.001 0.000 0.001
H 2.64059 -3.39201 -1.18000 -0.003 0.004 -0.002
C 0.20576 -2.49870 -0.44483 -0.210 0.090 -0.250
C -0.75745 0.94300 0.80177 -0.149 -0.437 0.007
C 1.08703 -5.46694 -3.37831 0.008 0.002 -0.056
C -2.71182 -1.00491 3.45385 0.043 0.031 0.024
H 3.02734 0.00467 1.36825 0.004 -0.014 0.001
O 1.12920 -1.84400 0.10928 0.100 0.048 -0.194
C 1.94323 -0.66361 5.00706 0.066 0.053 0.020
C -1.04774 -2.76180 3.38208 -0.007 0.122 0.060
C -0.21431 -5.11269 -3.08203 0.004 -0.080 0.119
H -3.05589 -1.33433 4.43937 -0.004 -0.011 -0.003
H 3.56484 6.00063 0.47031 -0.001 0.001 0.002
C 3.28575 -0.47608 4.70568 -0.050 -0.028 0.029
O -2.44359 -5.45224 -3.53502 -0.013 -0.111 0.099
H -2.01148 3.88611 1.48185 0.004 0.005 -0.005
C -2.74454 3.93457 0.68256 0.006 0.022 -0.008
H 1.63749 -0.84786 6.03189 -0.004 0.002 -0.001
O 4.33722 -4.76151 -2.20976 0.151 0.494 -0.311
H -1.61587 -3.27210 2.60380 0.015 -0.011 -0.009
C 1.34717 -0.37156 2.64950 -0.289 -0.213 0.206
C 0.93851 4.57794 -1.12362 -0.018 0.020 0.004
H 0.35074 4.69757 -2.02824 -0.002 -0.001 0.001
H -1.21554 0.62097 -5.45331 0.001 -0.003 -0.001
H -5.36586 4.12866 -2.12398 -0.001 0.003 0.001
C 2.46623 4.29648 1.17327 -0.004 -0.001 -0.001
C 2.08976 -4.83252 -2.67149 -0.040 0.360 -0.265
C 1.41862 3.41858 0.92008 0.022 0.007 -0.023
H 0.81931 -0.77569 -5.29428 0.001 0.000 -0.001
C -3.46699 3.34060 -1.51520 -0.017 -0.025 -0.008
H 0.01628 -2.97071 3.26640 -0.004 -0.010 0.001
C -0.64572 0.59462 -4.53271 -0.007 0.002 0.000
O -1.00544 -2.22678 -0.14895 0.047 -0.244 -0.092
H 2.20191 6.25040 -1.57763 0.002 0.000 0.001
C 1.98280 5.45664 -0.87418 -0.007 -0.001 -0.011
O 3.67657 -6.04358 -3.80687 0.097 0.353 -0.452
N -1.27414 -1.29967 3.29038 -0.183 0.040 -0.016
C -0.35984 1.34063 -2.24236 0.044 -0.009 0.033
C 1.83287 -3.87742 -1.70867 0.000 0.031 -0.030
H -3.33485 2.82500 -2.45584 0.009 -0.011 0.004
H -0.83547 0.42870 4.35117 -0.029 -0.011 0.054
C -4.85073 4.74833 -0.13730 0.004 0.000 0.001
H -4.06176 5.19413 1.80983 -0.003 0.000 -0.001
C 0.49348 -0.18891 -4.44443 -0.001 0.002 0.001
C 2.70214 -0.17745 2.38731 0.074 -0.082 -0.084
C 0.99374 -0.59229 3.99741 0.042 0.170 -0.015
C -1.06305 1.35392 -3.44372 -0.015 -0.009 -0.005
H -3.28266 -1.53117 2.68887 -0.007 0.014 -0.010
H 1.20563 2.61219 1.61485 -0.003 -0.001 0.005
C -3.90156 4.67363 0.87368 0.001 -0.007 0.001
C -2.50250 3.25596 -0.51521 0.042 0.042 0.066
C 1.22277 -0.19953 -3.26155 -0.002 -0.001 0.001
C 0.79756 0.55752 -2.18054 0.004 0.007 -0.008
H 4.03272 -0.53038 5.48700 -0.006 0.009 0.006
H -1.37190 -3.12779 4.36025 -0.014 -0.023 -0.012
N -1.31127 -5.77737 -3.81831 0.018 0.311 -0.278
H 1.31086 -6.20597 -4.13231 0.000 0.008 0.003
H -0.70332 -1.05823 5.31091 0.104 -0.022 0.020
C -0.52939 -4.16376 -2.13013 -0.006 -0.007 0.007
H 2.13052 -0.78744 -3.18528 0.000 0.001 0.000
C -0.47391 -0.60228 4.34143 -0.152 0.099 -0.211
C 0.64178 3.55084 -0.22952 0.024 -0.048 0.073
H 3.06331 4.17993 2.06964 0.002 0.002 -0.001
H -2.86970 0.06505 3.34186 -0.005 -0.004 -0.007
```
Forces are in eV/Å.

Which of these has the highest energy above the lowest of the compared OMol25 structures with the same formula, charge and spin?
C30H48BrN3P2SeSn

Which of these has the lowest calculated total energy?
C30H48BrN3P2SeSn